(1)
13
Properties=species:S:1:pos:R:3 method="wB97M-V/def2-TZVPD" homo_lumo_gap_ev=10.6672 smiles="C[C@H]1CNC1=O" largest_force_ha_per_bohr=0.012 e_above_lowest_kj_mol=118.84 e_tot_ev=-7798.413
C 0.415 -1.576 0.360
C -0.461 -0.345 0.047
C -0.525 1.108 0.691
N 0.057 1.616 -0.559
C 0.194 0.383 -1.146
O 0.780 -0.008 -2.127
H -0.102 -2.443 -0.070
H 1.347 -1.509 -0.217
H 0.665 -1.811 1.398
H -1.489 -0.680 -0.120
H 0.034 1.364 1.599
H -1.552 1.494 0.811
H 0.624 2.437 -0.721

(2)
13
Properties=species:S:1:pos:R:3 method="wB97M-V/def2-TZVPD" homo_lumo_gap_ev=8.7735 largest_force_ha_per_bohr=0.011 e_above_lowest_kj_mol=439.70 e_tot_ev=-7795.087
O -2.751 -0.448 1.184
C -1.558 -0.459 1.014
C -0.776 0.706 0.430
N 0.394 0.253 -0.284
C 0.555 -0.177 -1.556
C 1.618 -0.098 0.188
H -0.928 -1.336 1.281
H -0.435 1.337 1.265
H -1.431 1.301 -0.213
H 1.297 0.303 -2.180
H -0.148 -0.881 -2.009
H 1.929 -1.135 0.166
H 2.233 0.635 0.714

(3)
13
Properties=species:S:1:pos:R:3 method="wB97M-V/def2-TZVPD" homo_lumo_gap_ev=10.5227 smiles="C[C@H]1NCC1=O" largest_force_ha_per_bohr=0.011 e_above_lowest_kj_mol=163.40 e_tot_ev=-7797.951
C 1.092 0.827 0.997
C -0.046 0.668 0.000
N 0.325 -0.155 -1.187
C -0.582 -1.264 -0.791
C -1.086 -0.396 0.362
O -1.980 -0.470 1.156
H 1.844 1.523 0.612
H 1.582 -0.138 1.164
H 0.718 1.203 1.955
H -0.497 1.641 -0.237
H 0.013 0.281 -2.048
H -0.034 -2.157 -0.469
H -1.349 -1.563 -1.514

(4)
13
Properties=species:S:1:pos:R:3 method="wB97M-V/def2-TZVPD" homo_lumo_gap_ev="8.6867 / 8.6861" largest_force_ha_per_bohr=0.021 e_above_lowest_kj_mol=533.82 e_tot_ev=-7794.112
C -1.500 0.363 -0.345
C -0.048 -1.287 0.082
O 0.737 -0.656 0.899
C 1.139 0.602 0.469
C 1.848 0.616 -0.781
N 2.359 0.612 -1.825
H -1.989 1.200 0.168
H -1.504 0.551 -1.421
H -2.152 -0.492 -0.147
H 0.168 -1.281 -0.985
H -0.553 -2.143 0.519
H 1.613 1.139 1.285
H -0.337 0.742 0.025

(5)
13
Properties=species:S:1:pos:R:3 method="wB97M-V/def2-TZVPD" homo_lumo_gap_ev=10.7063 smiles="C/N=C/[C@H]1CO1" largest_force_ha_per_bohr=0.010 e_above_lowest_kj_mol=281.11 e_tot_ev=-7796.731
C -0.166 -1.929 1.205
N -0.392 -0.793 0.337
C 0.630 -0.199 -0.104
C 0.486 1.219 -0.543
C -0.685 1.687 -1.292
O -0.591 1.888 0.099
H 0.301 -1.524 2.108
H 0.497 -2.703 0.796
H -1.122 -2.367 1.492
H 1.652 -0.606 -0.027
H 1.414 1.789 -0.568
H -0.617 2.598 -1.884
H -1.408 0.940 -1.617

(6)
13
Properties=species:S:1:pos:R:3 method="wB97M-V/def2-TZVPD" homo_lumo_gap_ev=9.3952 largest_force_ha_per_bohr=0.009 e_above_lowest_kj_mol=518.38 e_tot_ev=-7794.272
C 2.615 -0.297 0.446
C 1.149 -0.131 0.342
O 0.485 0.937 0.417
C 0.031 -0.926 0.289
C -2.861 0.294 -0.303
N -2.219 0.846 -1.248
H 3.087 0.198 -0.409
H 2.871 -1.359 0.451
H 2.963 0.187 1.363
H -0.428 -1.063 -0.693
H -2.528 0.267 0.742
H -3.806 -0.211 -0.524
H -1.359 1.258 -0.871

(7)
13
Properties=species:S:1:pos:R:3 method="wB97M-V/def2-TZVPD" homo_lumo_gap_ev=10.8982 smiles="C[C@H]1CN1C=O" largest_force_ha_per_bohr=0.009 e_above_lowest_kj_mol=160.25 e_tot_ev=-7797.983
C -1.718 -0.287 0.490
C -0.300 -0.485 0.014
C 0.237 0.183 -1.212
N 0.599 0.651 0.102
C 1.900 0.540 0.569
O 2.889 0.742 -0.094
H -1.740 -0.096 1.567
H -2.321 -1.178 0.287
H -2.181 0.566 -0.014
H 0.144 -1.454 0.248
H 1.017 -0.316 -1.784
H -0.412 0.844 -1.783
H 1.938 0.292 1.646

(8)
13
Properties=species:S:1:pos:R:3 method="wB97M-V/def2-TZVPD" homo_lumo_gap_ev=11.3340 smiles="C1CC1.N=C=O" largest_force_ha_per_bohr=0.018 e_above_lowest_kj_mol=147.63 e_tot_ev=-7798.114
C 0.817 0.196 -0.613
C 1.618 0.938 0.416
C 0.651 -0.126 0.845
H 1.324 -0.531 -1.241
H 0.014 0.735 -1.108
H 2.680 0.726 0.489
H 1.349 1.971 0.612
H 1.050 -1.070 1.206
H -0.270 0.187 1.328
N -2.451 -0.061 -0.171
C -1.965 -1.070 -0.649
O -1.384 -1.979 -1.100
H -3.433 0.084 -0.013

(9)
13
Properties=species:S:1:pos:R:3 method="wB97M-V/def2-TZVPD" homo_lumo_gap_ev=8.2788 largest_force_ha_per_bohr=0.029 e_above_lowest_kj_mol=486.65 e_tot_ev=-7794.601
C 0.512 -0.723 0.391
C -0.917 -1.026 -0.082
O -1.740 0.148 -0.121
C -1.082 1.329 -0.164
N 0.162 1.508 -0.371
C 0.995 0.407 -0.495
H 0.461 -0.411 1.442
H 1.126 -1.623 0.311
H -0.912 -1.467 -1.084
H -1.415 -1.714 0.608
H -1.774 2.165 -0.034
H 2.418 0.821 0.263
H 2.167 0.587 -0.664

(10)
13
Properties=species:S:1:pos:R:3 method="wB97M-V/def2-TZVPD" homo_lumo_gap_ev=9.6231 smiles="CN/C=C1/CO1" largest_force_ha_per_bohr=0.009 e_above_lowest_kj_mol=337.88 e_tot_ev=-7796.143
C 1.798 -0.717 0.692
N 0.425 -0.576 1.178
C -0.496 -0.805 0.129
C -0.869 0.249 -0.578
C -1.762 1.180 -1.188
O -0.620 1.584 -0.381
H 2.413 0.102 1.070
H 2.219 -1.677 1.003
H 1.805 -0.662 -0.404
H 0.271 0.374 1.505
H -0.763 -1.828 -0.110
H -1.707 1.464 -2.234
H -2.715 1.311 -0.683

(11)
13
Properties=species:S:1:pos:R:3 method="wB97M-V/def2-TZVPD" homo_lumo_gap_ev=10.7023 smiles="C[C@H]1CN=CO1" largest_force_ha_per_bohr=0.087 e_above_lowest_kj_mol=285.40 e_tot_ev=-7796.686
C 1.410 0.600 0.200
C 0.291 -0.023 -0.636
C -0.453 -1.155 0.131
N -1.612 -0.523 0.788
C -1.808 0.572 0.273
O -0.676 0.915 -0.976
H 1.859 1.441 -0.339
H 1.015 0.979 1.151
H 2.196 -0.132 0.423
H 0.700 -0.462 -1.553
H -0.860 -1.924 -0.532
H 0.155 -1.645 0.893
H -2.069 1.543 -0.024

(12)
13
Properties=species:S:1:pos:R:3 method="wB97M-V/def2-TZVPD" homo_lumo_gap_ev=11.5874 smiles=N#CCCCO largest_force_ha_per_bohr=0.026 e_above_lowest_kj_mol=145.47 e_tot_ev=-7798.137
N 0.131 -2.518 -2.170
C 0.349 -1.472 -1.724
C 0.659 -0.138 -1.182
C -0.362 0.461 -0.197
C -0.376 -0.056 1.247
O 0.167 1.007 2.052
H 1.643 -0.195 -0.705
H 0.768 0.538 -2.038
H -0.010 1.454 0.108
H -1.352 0.530 -0.667
H -1.381 -0.339 1.585
H 0.291 -0.911 1.401
H -0.527 1.637 2.291